Molecular formula: C5H14O3
Method: DFT, ωB97M-V with the def2-TZVPD basis set

Total charge: 0
E_LUMO in hartree: 0.03258
Structure (SMILES): COCCOC.CO
Frontier orbital gap in eV: 10.30
Electronic energy in eV: -11551.8099

Structure (XYZ):
```
22
Properties=species:S:1:pos:R:3:forces:R:3
C 1.740 -2.798 -2.308 0.55 -0.40 1.43
O 1.957 -1.795 -1.298 -0.10 0.06 -2.07
C 1.447 -2.121 -0.031 0.41 1.79 -0.25
C -0.013 -1.755 0.086 -0.37 -1.42 -1.48
O -0.232 -0.408 -0.274 1.56 -0.19 0.05
C -1.306 0.145 0.373 -1.13 0.48 0.49
H 2.251 -3.636 -1.834 -0.32 -0.89 -0.58
H 2.233 -2.632 -3.266 0.12 0.78 0.32
H 0.692 -3.018 -2.511 -0.13 0.05 0.19
H 2.007 -1.377 0.536 0.01 -0.40 0.85
H 1.697 -3.145 0.249 -0.21 -0.16 0.19
H -0.448 -2.179 0.991 0.05 0.98 0.80
H -0.554 -2.351 -0.649 -0.15 -0.27 -0.46
H -2.227 -0.291 -0.013 -0.41 -0.44 0.51
H -1.459 1.209 0.195 0.77 0.09 -0.36
H -1.146 0.017 1.444 -0.64 -0.10 0.34
C -1.165 4.698 1.315 -0.43 0.66 0.93
O -0.603 3.433 1.150 0.69 -0.62 -1.24
H -2.254 4.672 1.360 -0.14 -0.06 0.36
H -0.723 5.145 2.206 -0.41 0.28 0.30
H -0.964 5.419 0.522 0.52 -0.66 -0.48
H -0.932 2.768 1.759 -0.24 0.45 0.18
```
Positions in Å, forces in eV/Å.